1.
{"formula": "C4H7BrNS", "method": "wB97M-V/def2-TZVPD", "elements": ["H", "H", "C", "H", "H", "C", "H", "C", "H", "S", "H", "Br", "N", "C"], "coordinates": [[-1.486, 0.640, 0.811], [-0.248, 1.441, 1.520], [1.228, -0.296, 0.315], [-0.704, -2.555, -1.101], [-1.014, 2.391, 0.217], [0.337, -0.664, -0.774], [0.887, -0.337, 1.351], [-0.696, 1.358, 0.590], [0.774, 1.402, -0.944], [-2.240, -1.376, 0.404], [0.584, -0.859, -1.790], [3.130, -0.227, 0.136], [0.329, 0.701, -0.294], [-0.878, -1.620, -0.442]], "lowdin_charge": [-0.021, 0.072, -0.619, 0.101, 0.148, -0.262, 0.125, 0.003, 0.215, 0.841, 0.151, 0.829, -0.063, -0.520], "fmax_ev_per_a": 4.44, "smiles": "C[N@H+]1[C@H](Br)[C@H]1C=S", "e_lumo_ha": -0.18051, "gap_ev": 8.32, "energy_ha": -3183.2054, "charge": 1}

=====

2.
{"formula": "C2F6NO4S2Tl", "method": "wB97M-V/def2-TZVPD", "elements": ["F", "N", "O", "O", "F", "F", "Tl", "S", "C", "C", "S", "F", "F", "O", "O", "F"], "coordinates": [[-2.222, -1.293, -1.677], [-0.540, 0.312, 0.348], [2.077, -2.000, -0.272], [0.330, -1.678, 2.723], [-3.419, 0.259, -0.802], [1.433, 1.237, 2.770], [1.401, -0.892, -1.542], [0.679, -0.952, 1.468], [-2.418, 0.018, -1.636], [1.969, 0.299, 2.004], [-0.881, 0.888, -1.029], [-2.742, 0.454, -2.844], [2.516, 0.868, 0.938], [-1.238, 2.305, -1.067], [0.145, 0.510, -2.072], [2.911, -0.333, 2.691]], "lowdin_charge": [0.135, -0.392, -0.655, -0.372, 0.159, 0.148, 1.205, 1.072, -0.699, -0.787, 0.526, 0.155, 0.112, -0.267, -0.492, 0.152], "fmax_ev_per_a": 5.77, "e_lumo_ha": -0.09094, "gap_ev": 6.89, "energy_ha": -1999.6919, "charge": 0}

=====

3.
{"formula": "C20H44FNO11S", "method": "wB97M-V/def2-TZVPD", "elements": ["H", "C", "H", "H", "O", "H", "H", "C", "H", "H", "C", "H", "H", "H", "H", "O", "H", "H", "C", "O", "O", "N", "H", "C", "C", "C", "C", "O", "H", "O", "H", "C", "H", "H", "O", "C", "H", "H", "C", "H", "H", "F", "C", "H", "H", "O", "H", "C", "S", "H", "H", "H", "O", "C", "H", "H", "C", "H", "H", "H", "H", "C", "H", "H", "O", "H", "H", "O", "H", "C", "H", "C", "H", "H", "C", "H", "C", "H"], "coordinates": [[1.452, 3.189, -5.404], [-3.996, -0.468, 2.578], [-3.183, 3.320, -4.579], [0.648, 3.731, -3.911], [-4.274, -0.315, -2.368], [0.381, -3.771, 5.052], [1.493, -1.171, 5.112], [-4.184, 0.832, -3.194], [-5.788, -2.981, -3.740], [-2.319, -2.743, 4.695], [-2.336, -2.208, 2.615], [2.204, -2.632, 5.805], [-3.259, -2.779, 2.471], [-0.961, 2.524, -5.275], [3.749, 1.057, 2.472], [-0.205, 4.405, -5.692], [-4.281, 0.207, 3.390], [-1.443, -3.844, 3.623], [-3.011, -1.871, -4.892], [-0.441, -2.109, 4.147], [7.447, -2.938, 3.147], [4.965, -2.887, 3.186], [-4.169, -2.928, -3.027], [-4.921, -2.338, -3.561], [3.743, -3.178, 3.959], [0.925, 4.021, -4.927], [-5.355, -1.166, -2.707], [-1.845, 4.092, -3.264], [-2.754, -1.316, -5.793], [-2.640, -0.838, 2.777], [-1.771, 3.438, -6.558], [-1.449, 5.393, -2.874], [0.934, -3.464, 3.395], [4.049, -1.635, 1.807], [2.911, -2.052, 3.956], [-1.644, -2.786, 3.832], [4.703, -0.390, 4.047], [-4.638, -1.351, 2.666], [-4.231, 0.200, 1.230], [-5.775, -1.552, -1.772], [-6.140, -0.601, -3.219], [6.180, -4.719, 4.179], [4.366, 2.912, 0.462], [1.593, 4.880, -4.883], [-2.581, -2.876, -4.963], [-4.425, -1.932, -4.824], [5.384, 1.733, 2.661], [4.996, -1.670, 2.341], [6.346, -3.157, 4.013], [-3.405, 0.877, 1.009], [-0.833, 5.873, -3.638], [-4.299, 0.574, -4.250], [5.077, 0.626, 0.934], [-1.304, 3.522, -5.572], [5.189, 3.311, 1.057], [3.245, -4.035, 3.491], [4.693, 1.518, -0.003], [-2.323, 6.022, -2.671], [-0.870, 5.293, -1.958], [-5.149, 0.789, 1.267], [4.012, -3.452, 4.984], [1.836, -2.179, 4.879], [-1.701, -2.342, 1.732], [-4.306, -0.524, 0.420], [6.328, -2.654, 5.345], [-2.587, -1.362, -4.024], [4.197, 3.528, -0.414], [4.666, 1.174, -1.140], [6.317, -0.293, 3.344], [-2.340, 4.020, -4.588], [3.483, 2.916, 1.104], [5.253, -0.369, 3.106], [5.770, -1.827, 1.594], [-3.202, 1.279, -3.038], [4.814, 0.864, 2.324], [-2.722, 4.996, -4.905], [0.656, -2.981, 4.340], [-4.949, 1.567, -2.920]], "lowdin_charge": [0.090, -0.273, 0.112, 0.083, -0.199, 0.128, 0.137, -0.111, 0.126, 0.133, -0.199, 0.126, 0.120, 0.126, 0.132, -0.189, 0.115, 0.123, -0.109, -0.127, -0.222, -0.191, 0.126, -0.208, -0.218, -0.108, -0.208, -0.195, 0.089, -0.136, 0.127, -0.110, 0.130, 0.135, -0.126, -0.195, 0.117, 0.108, -0.066, 0.122, 0.127, -0.139, 0.011, 0.089, 0.089, -0.190, 0.124, -0.166, 0.607, 0.080, 0.084, 0.084, -0.007, -0.207, 0.089, 0.138, -0.541, 0.089, 0.089, 0.075, 0.122, -0.144, 0.131, 0.059, -0.237, 0.083, 0.089, 0.128, 0.118, -0.208, 0.089, -0.141, 0.124, 0.085, -0.170, 0.128, -0.189, 0.093], "fmax_ev_per_a": 0.92, "smiles": "CCOCCOCCOCN(CCCOC(C)=O)S(=O)(=O)F.COCCOC.COCCOC", "e_lumo_ha": 0.01884, "gap_ev": 9.82, "energy_ha": -2168.7382, "charge": 0}

=====

4.
{"formula": "C5H12N4", "method": "wB97M-V/def2-TZVPD", "elements": ["N", "N", "C", "H", "H", "H", "C", "H", "H", "H", "N", "H", "C", "H", "H", "N", "H", "C", "H", "C", "H"], "coordinates": [[-2.237, 3.149, 0.606], [-0.958, 0.452, -1.586], [0.691, -1.113, 0.122], [2.294, -1.665, 1.418], [3.308, -2.977, -0.223], [-1.675, 2.885, 1.437], [2.238, -3.145, -0.061], [-0.295, 1.944, 1.233], [-0.065, -1.440, -0.553], [1.276, 0.071, 1.698], [-2.066, 2.274, -0.445], [2.359, -3.850, 0.707], [1.650, -1.995, 0.543], [-3.137, 3.519, 0.777], [-1.627, 0.581, -2.341], [-0.290, 1.034, 0.601], [-2.608, 2.520, -1.375], [0.605, 0.069, 0.803], [1.753, -3.436, -0.993], [-1.111, 1.232, -0.510], [-0.103, -0.109, -1.857]], "lowdin_charge": [0.085, 0.202, -0.063, 0.165, 0.147, 0.113, -0.008, 0.220, 0.119, 0.179, 0.039, 0.111, -0.007, 0.118, 0.150, 0.145, 0.246, 0.003, 0.118, -0.247, 0.165], "fmax_ev_per_a": 4.43, "smiles": "C/C=C/C=[NH+]\\C(N)=[NH+]/N", "e_lumo_ha": -0.35284, "gap_ev": 7.32, "energy_ha": -416.0070, "charge": 2}

=====

5.
{"formula": "C21H45As2Br2OPtSi3", "method": "wB97M-V/def2-TZVPD", "elements": ["H", "C", "H", "H", "H", "H", "H", "C", "H", "H", "C", "H", "C", "C", "H", "H", "H", "H", "H", "C", "C", "H", "H", "Br", "H", "Si", "H", "H", "H", "H", "O", "Si", "C", "H", "H", "As", "C", "H", "H", "C", "C", "H", "C", "H", "H", "H", "H", "Br", "H", "H", "H", "H", "H", "As", "Pt", "H", "H", "H", "H", "H", "C", "C", "H", "C", "H", "C", "C", "H", "Si", "C", "H", "C", "C", "C", "H"], "coordinates": [[2.484, -2.559, -2.727], [1.021, -4.020, -0.500], [-0.718, -3.761, -4.055], [0.479, 1.127, 2.747], [1.357, -1.446, -3.504], [-0.792, 2.371, -4.440], [0.384, 2.895, 2.806], [-1.188, -1.683, -1.423], [-2.990, -3.980, 1.427], [1.935, 0.745, -4.624], [1.234, 4.424, 0.658], [0.723, 4.632, 1.590], [2.264, 5.264, 0.253], [2.244, 1.478, -3.880], [-4.622, -2.275, -1.040], [-4.465, -0.722, -0.211], [-3.557, -3.307, -2.711], [-0.563, -1.664, -4.841], [3.424, -0.156, 2.713], [-2.081, 3.142, 0.496], [-0.445, 2.865, -3.535], [-1.421, -4.685, -2.723], [-2.581, 0.939, -1.643], [1.346, -1.342, 1.982], [-3.005, -3.101, -4.367], [-2.354, -2.030, 0.077], [3.747, 5.657, -1.246], [1.966, -1.115, -1.869], [-2.928, 2.598, 0.912], [-4.705, -2.204, 0.708], [-1.762, -0.764, 0.978], [-2.237, -1.160, -3.019], [-1.102, -0.787, -4.484], [3.090, 3.771, -2.664], [-1.732, -0.448, -5.310], [-0.447, 2.097, 0.578], [2.933, 5.016, -0.935], [1.485, -3.421, 0.279], [-4.118, 0.301, -2.229], [-3.074, 0.464, -2.495], [-4.205, -1.780, -0.165], [-4.364, -2.168, -3.779], [0.886, 3.331, -0.125], [-2.935, -1.127, 2.671], [3.160, 1.136, -3.401], [-1.953, -4.511, 0.118], [-1.250, -3.720, 1.543], [3.180, 0.674, 0.379], [-1.900, 4.032, 1.103], [-0.379, 0.004, -4.272], [-3.066, 1.165, -3.332], [2.558, 6.090, 0.886], [-1.299, 3.123, -2.911], [0.842, 1.769, -2.563], [-0.155, 0.009, -0.813], [3.812, -1.458, 1.542], [1.799, -4.615, -0.982], [-2.647, 0.576, 2.288], [0.081, 3.783, -3.805], [0.327, -4.712, -0.029], [3.139, -0.645, 1.789], [-2.195, -0.416, 2.303], [2.414, 2.431, -4.382], [2.562, 3.944, -1.736], [0.237, -4.996, -3.236], [-2.097, -3.721, 0.855], [-3.389, -2.571, -3.495], [-1.088, 1.916, 3.001], [0.214, -2.982, -1.851], [1.522, 3.112, -1.338], [-1.334, -0.422, 2.970], [1.628, -1.904, -2.552], [-0.130, 1.989, 2.490], [-0.509, -4.212, -3.086], [-2.307, 3.443, -0.525]], "lowdin_charge": [0.065, -0.168, 0.030, -0.013, 0.010, 0.048, 0.056, -0.433, 0.057, 0.047, -0.073, 0.111, -0.007, -0.203, 0.039, 0.040, 0.033, 0.036, 0.023, -0.198, -0.205, 0.052, -0.014, 0.730, 0.051, 0.383, 0.136, -0.033, 0.048, 0.058, -0.422, 0.486, -0.168, 0.111, 0.064, 1.170, -0.007, -0.035, 0.043, -0.159, -0.120, 0.063, -0.439, 0.112, 0.058, 0.045, 0.046, 0.671, 0.067, -0.031, 0.043, 0.136, 0.033, 1.172, 0.643, 0.026, 0.061, 0.080, 0.066, 0.032, -0.926, -0.092, 0.062, -0.070, 0.072, -0.120, -0.145, 0.049, 0.484, -0.477, 0.067, -0.178, -0.208, -0.114, 0.041], "fmax_ev_per_a": 1.71, "e_lumo_ha": -0.44919, "gap_ev": 5.90, "energy_ha": -11508.8195, "charge": 3}

=====

6.
{"formula": "C2H2NO5P", "method": "wB97M-V/def2-TZVPD", "elements": ["O", "O", "N", "H", "C", "O", "P", "H", "O", "C", "O"], "coordinates": [[-1.511, 2.411, 1.278], [-1.951, 2.601, -0.753], [-1.476, 1.869, 0.142], [1.032, 0.609, -0.679], [-1.153, 0.501, -0.198], [-2.477, -1.148, 1.452], [-2.628, -0.771, -0.001], [-0.170, -0.951, -0.878], [-3.857, -0.082, -0.400], [-0.008, 0.033, -0.574], [-2.142, -1.764, -1.010]], "lowdin_charge": [-0.042, -0.035, -0.364, 0.083, -0.269, -0.454, -0.018, 0.003, -0.418, -0.036, -0.452], "fmax_ev_per_a": 4.32, "smiles": "C=C([N+](=O)[O-])P(=O)([O-])[O-]", "e_lumo_ha": 0.24907, "gap_ev": 6.49, "energy_ha": -849.6576, "charge": -2}

=====

Which formula does entry 1 have? C4H7BrNS